10 unconnected molecules or ions with the total composition C44H82F15N3O12 at a distorted geometry, computed with ωB97M-V with the def2-TZVPD basis set.

Output
<S²>: 0.75
Gap between HOMO and LUMO (spin up / spin down), eV: 8.27 / 3.68
Net charge: +1
Multiplicity: 2
E, Eh: -4290.4160
ΔE to the lowest compared entry with this formula, charge and spin, eV: 0.000

Structure (XYZ):
```
156
C44H82F15N3O12 ωB97M-V with the def2-TZVPD basis set
C 1.520 -6.853 -0.908
C 1.149 -6.085 0.402
N 2.097 -5.124 1.036
C 3.454 -5.720 1.218
C 3.613 -6.923 2.206
C 1.402 -4.552 2.173
C 2.135 -3.189 2.619
H 0.848 -7.697 -1.061
H 2.563 -7.170 -0.907
H 1.262 -6.247 -1.776
H 0.291 -5.565 -0.022
H 0.753 -6.709 1.203
H 3.919 -5.836 0.239
H 4.094 -4.873 1.466
H 2.807 -7.650 2.307
H 4.419 -7.623 1.986
H 3.664 -6.503 3.211
H 1.616 -5.252 2.981
H 0.360 -4.331 1.943
H 2.012 -2.432 1.845
H 3.189 -3.317 2.864
H 1.707 -2.695 3.491
C 1.612 -1.881 -3.502
C 1.305 -3.385 -3.615
N 2.079 -4.138 -4.535
C 3.564 -4.052 -4.371
C 3.980 -4.777 -3.045
C 1.544 -5.505 -4.799
C 0.190 -5.353 -5.554
H 0.725 -1.416 -3.072
H 1.506 -1.385 -4.467
H 2.446 -1.628 -2.848
H 1.144 -3.972 -2.711
H 0.367 -3.242 -4.152
H 3.985 -4.567 -5.235
H 3.887 -3.011 -4.372
H 5.048 -4.958 -2.917
H 3.755 -4.127 -2.199
H 3.485 -5.730 -2.859
H 1.538 -6.194 -3.954
H 2.263 -5.866 -5.534
H -0.567 -4.947 -4.883
H -0.223 -6.313 -5.864
H 0.169 -4.807 -6.498
C 4.924 1.871 -0.990
C 3.742 0.950 -0.730
N 3.669 0.349 0.641
C 4.855 -0.640 0.880
C 4.643 -1.906 0.019
C 3.542 1.327 1.711
C 2.936 0.730 2.980
H 4.934 2.240 -2.015
H 5.789 1.231 -0.812
H 5.088 2.739 -0.351
H 2.809 1.496 -0.863
H 3.775 0.099 -1.410
H 5.850 -0.206 0.782
H 4.655 -0.965 1.901
H 4.783 -1.755 -1.051
H 5.335 -2.649 0.417
H 3.691 -2.416 0.163
H 2.900 2.122 1.332
H 4.503 1.829 1.824
H 1.902 0.407 2.859
H 2.821 1.557 3.681
H 3.446 -0.118 3.436
C 1.872 5.138 -0.792
C 2.204 4.964 0.704
O 2.845 6.230 1.057
C 3.161 6.493 2.394
O 2.844 5.778 3.379
C 3.827 7.842 2.616
F 4.333 8.289 1.460
F 2.909 8.601 3.172
F 4.885 7.802 3.470
H 2.761 5.198 -1.420
H 1.339 6.085 -0.866
H 1.233 4.301 -1.073
H 2.868 4.135 0.948
H 1.297 4.933 1.307
C -0.856 -1.083 4.124
C -1.674 0.131 4.532
O -0.943 1.215 5.258
C -0.140 2.063 4.599
O 0.092 2.075 3.380
C 0.334 3.251 5.525
F -0.181 3.169 6.745
F 1.620 3.135 5.677
F 0.018 4.448 4.945
H 0.052 -0.802 3.590
H -1.314 -1.884 3.545
H -0.592 -1.663 5.009
H -2.351 -0.308 5.264
H -2.233 0.466 3.658
C -4.288 2.888 1.341
C -5.661 2.992 0.586
O -6.714 2.366 1.344
C -7.814 1.810 0.746
O -7.783 1.563 -0.472
C -8.947 1.332 1.654
F -9.427 2.364 2.379
F -9.996 0.872 0.997
F -8.490 0.362 2.399
H -4.321 3.509 2.236
H -3.447 3.199 0.722
H -4.167 1.821 1.527
H -5.565 2.595 -0.425
H -5.924 4.043 0.462
C -1.310 5.213 1.813
C -1.300 6.389 0.776
O -2.445 6.330 -0.053
C -2.554 5.535 -1.189
O -1.512 5.012 -1.658
C -3.936 5.611 -1.880
F -4.905 6.071 -1.038
F -3.840 6.422 -2.995
F -4.407 4.447 -2.280
H -0.906 4.303 1.369
H -2.365 5.046 2.027
H -0.865 5.508 2.763
H -0.436 6.678 0.176
H -1.311 7.340 1.308
C -4.063 -1.262 -4.104
C -4.491 0.020 -3.337
O -3.487 0.992 -3.482
C -3.232 1.686 -4.691
O -3.613 1.476 -5.787
C -2.120 2.700 -4.546
F -1.554 2.603 -3.329
F -1.163 2.457 -5.481
F -2.538 3.950 -4.665
H -4.846 -2.019 -4.062
H -3.174 -1.656 -3.611
H -3.892 -0.994 -5.147
H -4.610 -0.121 -2.263
H -5.488 0.319 -3.661
C -4.164 -1.019 1.587
C -4.455 -2.322 0.996
O -5.523 -2.867 1.267
C -3.448 -3.026 0.023
H -4.339 -0.252 0.832
H -3.097 -0.898 1.773
H -4.796 -0.855 2.461
H -3.919 -3.924 -0.377
H -2.536 -3.331 0.534
H -3.119 -2.306 -0.726
C 0.378 -0.672 0.106
C -0.754 0.276 -0.194
O -1.941 -0.019 -0.360
C -0.290 1.669 0.196
H 1.010 -0.377 0.944
H 0.969 -0.938 -0.770
H -0.024 -1.607 0.496
H 0.676 1.849 0.667
H -1.066 2.167 0.778
H -0.135 1.981 -0.837
```